DFT (wB97M-V/def2-TZVPD) results for C22H33BrNbO8SSi as an isolated structure.

The LUMO energy is -0.0126 Ha. Its total charge is -1. For the frontier orbital gap, the calculation gives 4.1629 eV. The HOMO energy is -4.51 eV.

Each line ends with the Löwdin charge.
CARTESIAN COORDINATES (ANGSTROEM)
Nb 0.64 0.32 0.88  0.9966
Br 0.55 0.49 3.48  0.0014
S 3.06 0.96 0.73  0.1922
Si 0.59 2.99 1.25  0.2888
O 1.31 -3.15 4.08  0.0304
O -1.09 -0.15 -3.12  -0.1485
O -0.39 -3.52 8.58  0.1002
O 2.98 -7.34 7.13  0.0957
O -2.75 0.85 -7.34  0.1036
O 2.99 -4.30 3.19  0.0973
O -2.93 6.12 -7.87  0.1033
O 0.26 0.30 -0.97  -0.4884
C 1.79 3.70 2.52  -0.2823
C -2.51 4.04 -8.89  0.0172
C 1.07 0.29 -2.12  -0.2741
C -3.20 4.26 -6.45  0.0246
C 0.24 0.18 -3.41  -0.2075
C 2.54 -2.06 2.32  -0.2586
C 2.34 -3.29 3.17  -0.5053
C -2.88 4.91 -7.75  -0.3869
C 1.54 -6.49 8.77  0.0086
C 1.07 -4.35 6.92  0.0288
C 0.69 -5.53 9.14  0.0096
C 2.21 -6.45 7.44  -0.3848
C -1.13 3.46 1.86  -0.2652
C 0.39 -4.38 8.24  -0.3831
C -2.46 2.72 -8.76  0.0193
C -1.87 -0.33 -4.28  -0.2892
C 1.35 -1.77 1.38  -0.3979
C 1.91 -5.31 6.55  0.0346
C -3.16 2.93 -6.32  0.0246
C 0.94 3.88 -0.38  -0.2619
C -2.79 2.06 -7.46  -0.3808
C -3.28 -0.67 -3.85  -0.0618
H -2.28 4.55 -9.81  0.1196
H 1.58 -2.17 0.38  0.0402
H 1.66 1.22 -2.13  0.0981
H 1.79 -0.53 -2.06  0.1041
H 0.68 -0.59 -4.07  0.1195
H -1.85 0.57 -4.90  0.0870
H 0.43 -2.27 1.70  0.0349
H -1.44 2.72 2.61  -0.0131
H -1.88 3.45 1.06  0.0151
H -1.43 -1.13 -4.91  0.1213
H -3.47 4.92 -5.64  0.1239
H 2.05 4.73 2.28  0.0201
H 0.85 -3.51 6.27  0.1041
H 1.78 -7.33 9.40  0.1148
H 2.72 -1.22 2.99  0.0498
H 1.32 3.69 3.50  0.0086
H 1.98 3.70 -0.65  0.0047
H -3.39 2.43 -5.39  0.1182
H 0.79 4.96 -0.29  0.0161
H 3.57 0.03 -0.09  -0.2676
H 0.56 -2.71 3.68  0.0802
H -2.19 2.05 -9.57  0.1202
H 0.28 1.13 -3.97  0.1198
H 0.18 -5.53 10.09  0.1152
H -1.13 4.45 2.33  0.0183
H -1.16 0.11 1.03  -0.1032
H -3.99 -0.34 -4.61  0.0641
H -3.41 -1.74 -3.68  0.0721
H -3.50 -0.15 -2.91  0.0826
H 2.40 -5.30 5.58  0.1102
H 0.30 3.50 -1.19  0.0095
H 2.72 3.12 2.59  -0.0156
H 3.45 -2.22 1.73  0.1062